66
Properties=species:S:1:pos:R:3 method="wB97M-V/def2-TZVPD" charge=+1 molar_mass_g_mol=695.98 e_homo_ev=-10.50 e_tot_ha=-4475.1388 fmax_ev_per_a=0.388 multiplicity=1 lumo_ev=-6.5009 relative_energy_kj_mol=26.1
Pd 0.043 -0.144 0.024
O 5.466 3.842 0.687
C 4.478 3.257 0.385
C 3.827 3.223 -1.022
O 4.171 3.840 -1.976
C 2.617 2.251 -0.969
C 2.521 1.701 0.480
O 1.754 0.880 0.917
C 3.632 2.366 1.329
O 3.761 2.232 2.504
O 1.886 1.963 -1.864
C -0.811 3.450 0.618
C -1.862 2.447 0.252
C -3.203 2.769 0.221
C -4.134 1.775 -0.095
C -3.737 0.490 -0.381
C -2.360 0.225 -0.362
N -1.475 1.202 -0.048
N -1.668 -0.908 -0.589
Si -2.144 -2.473 -1.233
C -0.667 -3.196 -2.128
C -3.553 -2.233 -2.436
C -2.685 -3.591 0.160
H -1.035 4.420 0.179
H 0.165 3.124 0.261
H -0.757 3.577 1.701
H -3.518 3.780 0.435
H -5.188 2.020 -0.110
H -4.448 -0.290 -0.603
H -0.013 -2.414 -2.515
H -1.003 -3.789 -2.981
H -0.077 -3.857 -1.489
H -3.351 -1.427 -3.145
H -4.505 -2.028 -1.946
H -3.680 -3.154 -3.009
H -1.864 -3.808 0.846
H -3.057 -4.543 -0.226
H -3.488 -3.129 0.739
Se 1.048 -2.986 1.466
N 1.186 -1.835 0.096
C 2.162 -2.239 -0.701
C 2.558 -1.611 -1.920
C 3.581 -2.160 -2.618
C 4.264 -3.343 -2.171
C 3.905 -3.977 -1.033
C 2.825 -3.440 -0.260
N 2.368 -3.971 0.857
H 2.018 -0.743 -2.274
H 3.890 -1.711 -3.553
H 5.073 -3.731 -2.775
H 4.397 -4.876 -0.689
C -0.438 1.415 3.876
N -0.586 0.123 4.523
C -0.593 0.101 5.979
C -0.745 -0.989 3.778
C -0.934 -2.291 4.516
O -0.737 -0.957 2.544
H -1.215 2.099 4.224
H -0.535 1.278 2.803
H 0.539 1.847 4.103
H -0.243 1.066 6.337
H 0.077 -0.663 6.370
H -1.594 -0.067 6.379
H -1.681 -2.212 5.304
H 0.004 -2.603 4.982
H -1.246 -3.046 3.801